[1]
DFT (the ωB97M-V functional and the def2-TZVPD basis) results for 2 unconnected molecules or ions with the total composition CH2NO4S.

As for the total charge: -1. The calculation puts the HOMO energy at -4.6 eV. Its energy above the lowest of the compared OMol25 structures with the same formula, charge and spin is 23.99 kcal/mol. The value obtained for the largest force on an atom is 5.2 eV/A.

Geometry as XYZ:
```
9
Properties=species:S:1:pos:R:3:forces:R:3
C -0.1842 -1.9110 -0.5990 1.232 -2.592 -2.221
N -0.6582 -0.9490 -0.1809 -2.569 3.918 1.400
O -0.7221 1.3333 1.6055 -0.520 -0.572 -1.116
O 0.2310 -2.8499 -1.1721 0.634 -1.333 -0.145
O -0.0067 1.5185 -0.9799 -1.125 0.471 -1.180
O 1.3408 0.3004 0.9502 1.772 0.214 -0.906
S -0.0348 0.0666 1.3027 -0.479 -1.098 5.048
H 0.7612 1.4603 -0.4104 0.132 -0.057 0.176
H -0.7269 1.0309 -0.5161 0.923 1.051 -1.056
```
Positions in Å, forces in eV/Å.

[2]
DFT (the ωB97M-V functional and the def2-TZVPD basis) results for 2 unconnected molecules or ions with the total composition CH2NO4S.

As for the total charge: -1. The calculation puts the HOMO energy at -4.6 eV. Its energy above the lowest of the compared OMol25 structures with the same formula, charge and spin is 171.33 kcal/mol. The value obtained for the largest force on an atom is 4.1 eV/A.

Geometry as XYZ:
```
9
Properties=species:S:1:pos:R:3:forces:R:3
C 0.0998 -0.1494 0.7071 -0.048 -2.397 -3.364
N -0.5157 -1.2367 1.4419 -0.434 -2.937 2.415
O 2.5718 1.1313 -0.1055 -0.871 -0.159 -0.196
O -1.2466 -0.9819 2.4313 0.676 1.309 -1.445
O -0.2417 -2.4646 1.2910 0.369 2.587 -1.125
O 2.2913 0.6473 2.2521 -0.562 -0.397 -0.546
S 2.1696 0.1146 0.8753 1.212 -0.068 0.991
H -0.5384 0.7105 0.6879 -0.378 0.333 -0.019
H 0.0482 -0.9821 -1.0912 0.034 1.728 3.290
```
Positions in Å, forces in eV/Å.

[3]
DFT (the ωB97M-V functional and the def2-TZVPD basis) results for 2 unconnected molecules or ions with the total composition CH2NOS3.

As for the total charge: -1. The calculation puts the HOMO energy (spin up / spin down) at -4.1 / -3.7 eV. Its energy above the lowest of the compared OMol25 structures with the same formula, charge and spin is 44.86 kcal/mol. The value obtained for the largest force on an atom is 2.9 eV/A.

Geometry as XYZ:
```
8
Properties=species:S:1:pos:R:3:forces:R:3
C -0.7836 2.1388 2.2959 0.284 -0.481 0.149
N 0.4056 -0.1850 -0.8359 2.341 1.137 -1.350
O -1.1031 2.3156 3.4373 -0.630 0.428 1.062
S -1.6091 1.3605 1.0116 -0.896 -0.287 -0.614
S 0.7292 2.3880 1.5576 1.133 0.454 -0.446
S 1.8060 0.7510 -0.9710 -0.114 -0.481 -0.146
H -0.3215 0.4832 -1.0443 -0.918 -0.814 0.926
H 0.5098 -0.7517 -0.0174 -1.200 0.045 0.419
```
Positions in Å, forces in eV/Å.

[4]
DFT (the ωB97M-V functional and the def2-TZVPD basis) results for a single CH2NP molecule.

As for the total charge: 0. The calculation puts the HOMO energy at -9.3 eV. Its energy above the lowest of the compared OMol25 structures with the same formula, charge and spin is 41.34 kcal/mol. The value obtained for the largest force on an atom is 5.1 eV/A.

Geometry as XYZ:
```
5
Properties=species:S:1:pos:R:3:forces:R:3
C -0.1482 -0.2743 -0.0773 -4.020 1.294 2.881
N 0.1301 1.1392 -0.3556 -0.344 0.212 -0.473
P 0.9305 0.8032 0.9665 -0.744 -0.504 0.178
H -1.2773 -0.7413 0.0742 2.767 1.892 0.145
H 0.3648 -0.9268 -0.6078 2.341 -2.896 -2.731
```
Positions in Å, forces in eV/Å.

[5]
DFT (the ωB97M-V functional and the def2-TZVPD basis) results for a single CH2O2 molecule.

As for the total charge: 0. The calculation puts the HOMO energy at -11.0 eV. Its energy above the lowest of the compared OMol25 structures with the same formula, charge and spin is 9.73 kcal/mol. The value obtained for the largest force on an atom is 5.5 eV/A.

Geometry as XYZ:
```
5
Properties=species:S:1:pos:R:3:forces:R:3
C 0.0745 -0.0911 0.3836 3.153 -2.123 1.010
H -0.1371 0.6014 -1.3675 -1.358 -1.042 1.210
H -0.5362 -0.6052 1.2113 0.728 1.092 -0.979
O -0.7428 0.1439 -0.6791 2.831 1.466 -0.402
O 1.3417 -0.0490 0.4517 -5.354 0.607 -0.838
```
Positions in Å, forces in eV/Å.

[6]
DFT (the ωB97M-V functional and the def2-TZVPD basis) results for a single CH2O2S molecule.

As for the total charge: 0. The calculation puts the HOMO energy (spin up / spin down) at -9.4 / -9.4 eV. Its energy above the lowest of the compared OMol25 structures with the same formula, charge and spin is 177.84 kcal/mol. The value obtained for the largest force on an atom is 4.0 eV/A.

Geometry as XYZ:
```
6
Properties=species:S:1:pos:R:3:forces:R:3
C 0.0791 0.4183 0.0314 2.298 3.249 0.373
O -0.1070 -0.9267 0.4092 0.424 -1.767 -0.409
O 0.3796 -1.9371 -0.3122 -0.978 2.301 0.582
S -1.6548 0.7413 -0.0857 0.249 -0.819 0.348
H 0.7435 0.9783 0.9000 -1.912 -1.597 -1.831
H 0.5596 0.7259 -0.9426 -0.081 -1.367 0.938
```
Positions in Å, forces in eV/Å.

[7]
DFT (the ωB97M-V functional and the def2-TZVPD basis) results for 2 unconnected molecules or ions with the total composition CH2O2S.

As for the total charge: 0. The calculation puts the HOMO energy at -8.8 eV. Its energy above the lowest of the compared OMol25 structures with the same formula, charge and spin is 48.53 kcal/mol. The value obtained for the largest force on an atom is 2.5 eV/A.

Geometry as XYZ:
```
6
Properties=species:S:1:pos:R:3:forces:R:3
C -2.7767 -2.2228 -0.6594 -0.019 0.378 -0.245
O -2.8244 -1.2738 -1.2675 0.031 -0.375 0.250
O 2.1031 1.1074 0.7694 1.346 0.501 1.166
S 0.7820 0.5310 -0.0313 0.425 0.083 -2.493
H -0.0966 0.2414 0.9050 0.159 0.296 1.241
H 2.8125 1.6169 0.2838 -1.943 -0.883 0.081
```
Positions in Å, forces in eV/Å.

[8]
DFT (the ωB97M-V functional and the def2-TZVPD basis) results for a molecular structure, CH2O2S.

As for the total charge: 0. The calculation puts the HOMO energy (spin up / spin down) at -9.8 / -9.7 eV. Its energy above the lowest of the compared OMol25 structures with the same formula, charge and spin is 138.63 kcal/mol. The value obtained for the largest force on an atom is 4.3 eV/A.

Geometry as XYZ:
```
6
Properties=species:S:1:pos:R:3:forces:R:3
C -0.0374 0.2778 -0.1105 -2.461 1.435 3.281
O 1.7374 -1.0691 1.8740 -0.920 -0.013 -1.468
O -0.9873 0.8476 -0.8301 0.093 -1.870 -3.500
S 0.5762 -1.1983 -0.1071 1.530 -0.485 0.622
H -0.1336 0.8665 0.8511 1.463 -0.510 -0.838
H -1.1552 0.2754 -1.6774 0.296 1.443 1.902
```
Positions in Å, forces in eV/Å.

| no. | total energy (a.u.) |
| --- | --- |
| 1 | -793.25807 |
| 2 | -793.02326 |
| 3 | -1363.87159 |
| 4 | -435.30865 |
| 5 | -189.77322 |
| 6 | -587.70338 |
| 7 | -587.90944 |
| 8 | -587.76587 |